(1)
17
Properties=species:S:1:pos:R:3 method="wB97M-V/def2-TZVPD" homo_lumo_gap_ev=3.243 e_lumo_ev=-4.434 e_above_lowest_kcal_mol=257.4 homo_energy_ev=-7.7 e_tot_ha=-342.7913
C 0.574 2.307 1.489
N 1.057 1.412 2.313
C 0.105 -0.196 -0.732
C -0.514 -1.278 -1.521
C 0.169 -1.812 -2.610
N -1.687 -2.274 0.479
O 0.650 2.354 0.223
H 0.115 3.220 1.902
H 0.516 1.395 3.193
H -0.707 0.499 -0.484
H 1.117 0.269 -1.063
H 0.432 -0.680 0.161
H -1.177 -1.880 -0.689
H -0.101 -2.759 -3.211
H 1.237 -1.845 -2.358
H -1.805 -3.286 0.429
H -2.418 -1.861 1.041

(2)
54
Properties=species:S:1:pos:R:3 method="wB97M-V/def2-TZVPD" homo_lumo_gap_ev=8.369 e_lumo_ev=0.418 e_above_lowest_kcal_mol=596.2 homo_energy_ev=-8.0 e_tot_ha=-1735.7384
C -0.547 -0.722 -3.791
O -0.436 -0.914 -2.438
C -1.447 -0.380 -1.502
C -0.999 -0.728 -0.179
N 0.246 -0.299 -0.052
C 1.489 -1.197 -0.021
N 1.422 -2.437 -0.137
C 2.311 -3.219 -0.053
C 3.455 -2.433 0.018
S 3.054 -0.638 0.079
H 4.580 -2.692 0.177
C 2.335 -4.745 -0.101
C 3.404 -5.384 -0.112
C 3.461 -6.724 0.045
C 2.155 -7.433 -0.456
C 1.282 -6.594 -0.701
C 1.228 -5.144 -0.704
H 0.417 -4.598 -0.798
H 0.100 -7.027 -0.861
H 2.333 -8.416 -0.466
H 4.266 -7.428 0.133
H 4.616 -4.946 0.483
C 0.733 1.060 0.392
O 2.018 1.462 0.407
C -0.688 1.852 0.514
C -1.304 2.076 1.549
C -2.289 2.956 1.451
C -2.610 3.836 0.755
C -1.621 3.803 -0.588
C -0.667 2.957 -0.674
H -0.153 2.877 -1.426
O -1.977 4.509 -1.700
C -2.756 5.733 -1.653
H -2.503 6.429 -1.067
H -2.587 6.120 -2.754
H -3.796 5.428 -1.369
O -3.781 4.659 0.663
C -3.430 5.709 1.839
H -3.967 5.052 2.737
H -2.553 5.974 2.099
H -4.282 6.514 1.480
O -2.850 2.968 2.797
C -2.826 2.042 3.742
H -3.614 2.340 4.384
H -3.029 0.928 3.531
H -1.997 2.394 4.186
H -1.032 1.426 2.222
H -1.702 -0.147 0.386
H -1.023 -1.883 0.101
H -1.321 0.493 -1.718
H -2.382 -0.955 -1.759
H -1.604 -1.261 -4.088
H 0.045 -1.162 -4.279
H -0.563 0.385 -4.087

(3)
17
Properties=species:S:1:pos:R:3 method="wB97M-V/def2-TZVPD" homo_lumo_gap_ev=10.023 e_lumo_ev=1.004 e_above_lowest_kcal_mol=98.4 homo_energy_ev=-9.0 e_tot_ha=-251.7057
C -1.744 -0.392 -0.505
N -0.853 -0.809 0.539
C 0.335 -1.653 0.429
C 0.359 -0.149 0.493
C 0.569 0.768 -1.326
C 0.838 0.891 1.475
H -2.342 0.436 -0.099
H -0.980 0.060 -1.220
H -2.401 -1.188 -0.870
H 0.693 -2.072 -0.513
H 0.413 -2.362 1.267
H 1.633 0.781 -1.203
H 0.175 1.802 -1.290
H 0.399 0.476 -2.401
H 1.929 0.904 1.539
H 0.503 1.856 1.085
H 0.434 0.782 2.491

(4)
14
Properties=species:S:1:pos:R:3 method="wB97M-V/def2-TZVPD" total_charge=-1 homo_lumo_gap_ev=8.794 e_lumo_ev=3.852 e_above_lowest_kcal_mol=30.0 homo_energy_ev=-4.9 e_tot_ha=-473.7271
O -0.254 -1.511 0.505
C -0.347 -0.397 -0.010
N -1.354 0.429 0.046
C -1.534 1.691 -0.770
O -0.648 2.539 -0.469
O -2.555 1.824 -1.446
C 0.832 -0.091 -0.965
H -2.166 0.121 0.565
H 1.724 -0.527 -0.653
H 1.033 0.996 -1.246
H 0.369 -0.711 -1.775
H 1.779 -0.750 2.100
H 1.175 -1.953 1.762
O 1.946 -1.661 2.355